C68H182N10O28 | wB97M-V/def2-TZVPD

Atoms and positions in Å:
H -15.35818 18.71747 -11.81674
H -0.33661 18.07679 -4.25118
H -10.61669 9.13268 -11.13853
O -4.22818 21.41416 -4.56843
H -15.10277 12.60780 -9.94111
N -9.01273 17.63946 -7.31862
H 0.72156 19.44139 -7.70003
H -3.94701 19.08751 -12.54272
H -13.78876 20.96554 -10.06269
H -8.22414 21.43955 -13.56144
N -7.61619 16.72593 -10.02202
O -8.38304 18.46165 -17.71926
H -19.76308 21.94007 -12.29237
H -9.16033 21.01052 -6.61942
H -20.11807 20.08540 -12.29622
C 0.55747 22.21364 -14.03287
H -12.03287 20.74420 -16.22385
H -2.57050 19.14208 -4.97007
H -2.08836 19.27757 -15.77236
H -3.98119 19.57685 -7.12871
H -12.65709 17.73239 -7.08330
H -5.17162 20.14213 -14.62192
C -0.17803 17.90575 -5.31592
H -13.08455 14.80059 -12.58032
H 2.97570 19.24833 -17.93559
C -9.59878 11.02771 -11.49869
C -5.80697 18.56202 -9.86566
C -3.42900 22.05052 -7.98436
C -15.12846 22.10192 -14.30610
O -4.71006 18.56955 -10.73457
H 0.64235 22.34664 -15.11139
H -4.04512 16.62823 -4.66989
H 3.77858 21.54604 -17.18298
C -19.01080 17.16811 -10.86878
C -19.76833 20.98084 -12.81001
O 1.84041 20.69127 -17.05141
H -17.69321 18.95470 -10.43279
H 1.55389 22.57101 -13.77295
H -15.23833 18.51307 -10.17204
H -17.43296 20.61610 -16.11410
C 1.31848 18.30687 -17.21804
C -4.90647 19.07300 -12.02566
H -8.18534 18.17581 -15.64159
H -7.07373 20.08979 -13.17261
H -8.73133 11.47038 -11.00914
H -1.69014 21.47644 -7.08423
H -17.89086 18.48494 -12.07669
N 0.14301 18.56575 -16.40162
H -8.73836 14.95885 -13.86769
N -16.00277 21.00995 -14.69492
O -3.38581 22.95949 -10.06439
H -7.94992 19.31125 -17.82964
H 0.99595 20.20332 -13.97745
C -12.28542 21.60352 -16.84505
C -1.61846 13.29759 -7.87068
H -1.97068 15.99206 -8.48406
C -17.12809 21.48536 -15.53138
H -5.16971 17.79191 -5.26504
H -3.80449 21.77930 -5.34866
C -0.00333 19.05182 -10.12378
H -9.32634 17.83876 -11.58380
O -13.16492 16.82044 -16.84477
H -8.90486 20.59238 -10.55233
H -21.93440 16.82910 -10.92955
H -6.07251 21.84747 -3.57147
C -14.02376 21.65432 -13.35649
H -0.69018 20.46424 -13.73573
H -13.70852 18.01781 -18.41308
H -7.01589 9.73353 -12.24852
C -13.12584 15.75435 -13.10639
H -5.74629 23.47389 -11.55740
H -0.84953 18.97010 -12.07390
H 1.70656 17.41935 -16.71822
N -2.68034 21.29776 -6.99659
H -5.86926 16.29109 -4.62348
C 2.86659 21.65108 -16.59533
O -12.57706 22.82299 -16.14935
C -8.77717 16.91480 -20.69856
C -17.74826 18.07657 -11.07619
H -11.57108 21.81216 -17.64148
H -13.29225 15.44338 -14.13775
H -11.62951 24.01240 -14.60606
H -12.59352 18.92040 -8.40520
H -10.06637 16.27498 -11.28452
H 2.42794 22.64800 -16.55256
H -9.59632 17.59976 -16.48003
C 0.29053 20.83327 -13.43555
H -4.86455 14.26077 -7.37867
N -14.47948 20.32495 -16.97341
O -8.99292 19.60099 -13.43774
H -2.62471 15.51787 -6.66296
C -6.68657 13.51649 -18.70301
H -1.70323 22.91993 -11.17855
N -16.61868 17.16557 -10.95176
H -9.35034 19.39091 -16.17917
H -13.25692 19.93269 -11.37049
C -11.49319 23.22999 -15.35262
C -2.29254 18.90186 -5.99629
C -0.91113 17.65003 -16.75487
H -0.47573 19.86643 -9.57483
O -8.40033 14.83605 -8.16735
H -21.90254 17.23247 -12.61156
H -14.80594 20.79641 -16.14200
O -3.00640 17.57728 -15.49058
H -0.98916 17.53983 -17.83647
C -2.08102 15.24275 -9.26794
C -13.52440 21.20781 -17.75096
H -12.38129 16.12479 -18.74299
H -10.75641 23.57002 -16.08037
H -1.63179 15.67972 -10.15976
H -18.89557 16.15783 -11.26140
H -8.95379 16.18222 -21.48610
H -6.62696 19.11960 -10.31824
C -12.49488 12.46052 -9.55074
H -5.51718 18.96161 -8.89382
H -7.35878 16.65175 -6.77173
H -4.70466 16.99728 -16.58089
H -10.42373 19.98378 -7.42537
H -9.42675 9.37545 -9.95308
H -3.10817 22.19702 -11.95677
O -14.24772 16.55608 -12.77422
H -6.23265 16.87254 -8.51267
H -8.16886 17.77560 -20.97622
O -9.37106 16.75266 -13.22113
C -8.95935 15.20862 -6.95100
H -7.97733 16.00625 -9.41233
H -5.64567 14.16582 -5.96132
C -13.99746 18.99524 -16.50997
C -6.23057 17.11166 -9.57612
O -1.32576 13.96701 -8.98141
C -1.18800 13.98804 -6.58598
O -13.34462 12.46239 -10.78589
H -4.27769 20.50119 -15.80799
C 2.37303 19.34742 -17.03278
H -7.19526 17.08982 -12.02344
C -13.56630 20.94973 -11.12963
H -2.07943 21.35265 -9.52686
C -9.42959 20.07779 -9.74737
H -8.72545 17.68727 -8.28573
C -9.61768 9.54988 -11.01196
H -2.67129 17.89550 -6.17485
H -5.16100 25.04420 -12.15668
H -11.33665 12.03315 -11.60232
C -12.65493 15.83342 -17.72892
H -15.20569 13.49268 -11.46722
H -10.03451 14.36228 -9.27924
C -7.91386 20.41868 -13.78426
H 0.96826 18.16211 -18.24003
O -14.55311 21.27271 -12.11534
H -0.14893 21.16287 -11.45955
C -11.35927 11.46469 -9.70339
H -0.20900 19.43851 -16.76834
C -2.77067 23.04475 -11.36050
H -2.64269 12.98536 -8.07457
C -8.54450 18.92725 -6.79296
H -14.21609 16.16431 -10.71653
H -14.76001 22.48070 -15.25945
H -13.63115 20.81715 -13.93364
O -6.18401 23.90523 -13.49240
N 0.49685 20.60638 -12.00121
H -10.03678 15.23077 -7.11449
H -6.13378 21.80302 -5.30918
H -3.70867 20.80466 -14.05318
C -18.37800 21.75298 -14.65694
H -13.05203 12.16610 -8.66136
H -6.39335 12.58431 -18.22014
H -8.39838 13.77932 -9.85798
H -5.24413 20.10918 -12.00569
H -13.18729 22.32647 -13.16506
H -13.26788 17.55680 -11.14587
H -10.35598 14.83478 -13.37450
H -10.83661 17.30263 -8.08045
H -7.49021 19.14757 -6.96034
C 1.24738 18.61476 -8.17785
H -8.62086 14.45027 -6.24500
H -10.49495 20.19856 -9.94361
C -14.20528 17.04367 -11.36051
O -5.91977 14.00564 -19.88709
H -1.07346 12.36804 -8.03504
H -8.23349 17.08104 -18.99095
O -11.58692 17.16924 -8.66427
H 0.77016 18.53676 -12.10019
H -9.30892 11.16232 -12.54079
H -7.74049 15.36993 -11.75890
O -4.89227 16.20543 -6.45975
H -12.14378 16.21143 -12.98500
H -3.37427 13.09429 -5.58625
H -3.69056 20.88480 -9.72844
H -11.71920 15.45957 -17.31329
H -11.04027 22.44021 -14.75328
H -2.93488 24.05798 -11.72723
N -2.28183 14.79570 -6.04571
H -13.35324 18.98184 -15.63081
H -4.50519 21.97788 -7.82741
H -5.63216 16.42149 -10.17082
O -8.09613 16.37721 -19.62919
H -20.62278 20.95189 -13.48616
H -13.28645 14.94993 -17.63557
N -10.60903 11.87044 -10.92101
H -9.75822 17.25255 -20.36454
H -13.20340 20.52833 -18.54050
H -8.56294 16.78218 -5.49046
H 2.79069 19.13743 -16.04811
C -21.25701 16.98234 -11.76965
H -12.33075 18.77042 -17.56819
O -0.85587 18.92330 -6.03663
H -16.42822 20.66150 -13.84776
C -12.68759 17.86132 -8.16522
H -5.49061 23.14006 -4.49583
H -5.37930 22.64670 -14.40214
O -4.84132 22.25493 -15.09400
C -3.48822 14.17680 -5.64375
H -6.35421 14.81207 -20.17437
C -9.36231 20.21558 -7.33732
C -7.41960 8.86451 -11.72898
H -21.01067 15.97759 -12.11299
O -8.80976 8.79690 -11.93547
H -10.72517 11.47015 -8.81682
C -3.79933 16.55111 -16.16929
C -5.96714 24.31304 -12.21707
H -13.66564 17.54403 -8.52697
H -16.61347 16.53804 -11.74315
H -6.78275 24.93804 -11.85341
C -2.21235 18.36552 -16.35622
C -5.01789 16.71833 -5.15332
C -9.66188 15.53698 -13.83627
H -7.13393 8.99269 -10.68492
H -14.85027 18.47326 -16.07599
H -6.54957 14.32364 -17.98340
C -15.35806 17.91710 -11.07680
H -0.84115 24.08324 -15.32467
H -19.27939 21.73521 -15.26954
H -0.75562 18.31285 -9.84794
H -9.90544 15.53226 -14.89869
O -20.02837 17.76152 -11.67556
H -8.64238 18.71421 -13.32661
H -6.88661 8.00975 -12.14538
O -8.85752 20.65546 -8.57698
H -3.63977 14.49594 -4.61260
H -15.61961 22.96414 -13.85503
H 0.67851 17.75229 -7.83051
H -18.27328 22.71189 -14.14937
H 3.29567 21.43787 -15.61628
H -14.05948 22.12223 -18.00713
H -19.21090 16.95909 -9.81788
C -9.25917 16.77643 -11.81842
H -2.57423 19.42892 -8.07399
H 0.86912 18.01997 -5.59617
H -7.72141 13.38134 -19.01756
H -5.63245 18.36960 -12.43345
H -0.46445 16.91806 -5.67723
O -0.41571 23.13646 -13.62004
H 2.27048 18.53960 -7.80950
C -0.57857 24.37272 -14.30714
H -1.51156 24.74425 -13.88333
H -3.24606 15.97789 -16.91319
H -8.63851 19.02858 -5.71176
C -13.21377 18.14240 -17.44986
H -0.86019 16.79378 -16.08231
C -8.42447 16.58344 -6.55320
H -2.80197 18.71913 -17.20203
H -0.36642 14.65479 -6.84775
C -5.48646 22.05042 -4.46783
C -2.91666 19.81051 -7.11210
H -11.83028 10.48767 -9.81148
C -14.56482 13.27738 -10.61221
H -3.13061 15.07529 -9.50962
C -4.46190 20.94315 -14.82878
H 0.25812 25.06622 -14.22300
H -0.80454 13.28169 -5.84969
O 1.27696 18.76530 -9.59953
O -18.53575 20.78037 -13.59996
H -3.13470 23.09227 -7.85692
C -3.09255 21.72891 -9.38500
H -12.65456 21.51403 -11.32556
H -12.11656 13.44435 -9.27319
H -7.68889 20.25066 -14.83747
C -7.81896 16.41014 -11.44281
H -9.14155 12.99875 -8.51811
H -4.12743 16.00690 -15.28370
C -8.89487 18.43246 -16.42822
C -4.80669 14.71451 -6.38929
H -16.95822 22.36707 -16.14931
H -14.29530 14.21787 -10.13165
C -9.05491 13.96827 -9.00864
H -9.10804 19.04367 -9.87100
H -6.36267 24.73210 -13.94623
C 0.10148 19.25289 -11.62256

E_LUMO: 0.269 eV
energy relative to the best compared isomer or geometry (same formula, charge and spin): 10.4495 eV
multiplicity: 1
electronic energy: -5353.35312 Eh
HOMO-LUMO gap: 8.2766 eV
HOMO: -0.294 Eh